# 1
{"formula": "C4H14N3O", "method": "the ωB97M-V functional and the def2-TZVPD basis", "species": ["C", "O", "H", "H", "H", "H", "C", "C", "C", "N", "N", "N", "H", "H", "H", "H", "H", "H", "H", "H", "H", "H"], "xyz": [[-2.13082, -2.16454, 0.59061], [-2.19234, -0.91812, 1.28154], [-3.05403, -0.72988, 1.68099], [-2.84532, -2.31320, -0.20210], [-2.52757, -2.84381, 1.32776], [-1.12784, -2.20741, 0.13682], [1.43831, 0.03583, 0.71708], [2.84843, 0.61190, 0.63270], [-0.08927, 0.93325, -0.92568], [0.43505, 1.07712, 0.30790], [-0.31361, 2.07358, -1.58620], [-0.47146, -0.18798, -1.56911], [1.38945, -0.86597, 0.09949], [1.32603, -0.31448, 1.78215], [3.03925, 1.35620, -0.12803], [3.72361, -0.00584, 0.78760], [-0.17496, 1.32480, 1.08420], [0.32193, 2.88303, -1.67427], [-1.07886, 2.16278, -2.24583], [-0.43389, -1.09755, -1.14362], [-0.86295, -0.07368, -2.48785], [2.78085, 1.26398, 1.53385]], "forces_ev_per_a": [[-0.998, 0.744, 0.689], [0.279, 1.176, -0.570], [0.212, -0.452, -0.303], [-0.387, 0.679, -0.793], [1.253, -1.382, 0.101], [-0.319, -0.856, 0.975], [0.679, -1.133, 0.293], [-0.508, 2.103, 2.045], [-1.285, 0.437, -0.922], [1.743, -2.365, 0.656], [-0.535, 1.510, -0.993], [0.775, 1.082, 1.122], [-0.476, 0.119, -0.066], [-0.526, 0.498, -1.177], [-0.173, -0.315, -0.774], [-0.291, -0.604, -0.170], [-0.144, 0.506, -0.672], [-0.393, -0.958, 1.123], [0.232, -0.459, -0.066], [-0.207, 0.069, 0.082], [0.247, -0.292, -0.206], [0.822, -0.108, -0.375]], "lowdin_charge": [-0.1389, -0.1419, 0.0919, 0.0736, 0.0888, 0.0644, -0.2252, -0.0843, -0.4072, 0.0814, 0.1968, 0.2473, 0.0991, 0.1407, 0.0683, 0.0816, 0.1654, 0.1565, 0.1290, 0.0887, 0.1369, 0.0870], "total_charge": 1, "e_lumo_ev": -3.5, "homo_lumo_gap_ev": 10.23, "multiplicity": 1}

# 2
{"formula": "C3H9NO3", "method": "the ωB97M-V functional and the def2-TZVPD basis", "species": ["C", "C", "O", "N", "C", "O", "H", "H", "H", "H", "H", "H", "H", "O", "H", "H"], "xyz": [[-2.29883, -0.37341, 0.76075], [-1.64329, -0.19677, -0.60298], [-2.09294, 0.58903, -1.40002], [-0.53999, -0.97452, -0.93282], [0.56227, -1.15477, -0.03415], [1.55260, -0.15206, -0.09127], [-2.96266, -1.22257, 0.61417], [-1.66089, -0.51938, 1.62871], [-2.80128, 0.58298, 0.87565], [-0.26516, -0.89896, -1.90049], [0.14115, -1.13672, 0.96184], [1.13651, -2.01200, -0.36164], [1.47411, 0.79770, -0.14460], [3.50750, 2.24536, 0.34500], [2.96032, 1.46004, 0.22052], [2.93057, 2.96602, 0.06131]], "forces_ev_per_a": [[0.365, 0.533, -0.732], [0.960, 0.177, 0.304], [-0.487, -0.008, -0.392], [-0.025, -0.149, 0.181], [-0.707, 1.160, -0.401], [2.132, -0.205, -0.275], [-0.309, 0.103, 0.407], [0.152, -0.247, -0.189], [-0.540, -0.303, 0.275], [-0.102, 0.229, -0.141], [0.199, -0.803, 0.289], [-0.196, -0.471, 0.585], [-1.824, -0.056, -0.013], [-0.491, 0.092, -0.156], [0.628, -0.110, 0.190], [0.245, 0.056, 0.067]], "lowdin_charge": [0.0088, -0.5282, 0.0690, 0.0692, -0.2413, -0.0536, 0.0926, 0.0675, 0.0851, 0.1397, 0.1072, 0.1308, 0.0654, -0.0451, -0.0081, 0.0409], "smiles": "CC(=O)NCO.O", "e_lumo_ev": 0.5, "homo_lumo_gap_ev": 10.59, "multiplicity": 1}

> What is the formula in the second record?

C3H9NO3